C48H127NO16 | ωB97M-V/def2-TZVPD

Last columns: bonded neighbours and bond lengths (Å).
Cartesian coordinates (Å):
1 C -4.82134 2.41921 14.96797  O2 1.473, H10 1.090, H11 1.090, H12 1.090
2 O -5.14652 2.85973 16.33503  C1 1.473, C3 1.386
3 C -4.14012 3.65860 16.85578  O2 1.386, C4 1.539, H13 1.090, H14 1.090
4 C -2.81488 2.95708 17.20446  C3 1.539, N5 1.464, H15 1.090, H16 1.090
5 N -3.10305 1.80150 18.05637  C4 1.464, C6 1.421, H17 1.010
6 C -1.95703 0.97531 18.20845  N5 1.421, C7 1.522, H18 1.090, H19 1.090
7 C -0.94779 1.65457 19.12365  C6 1.522, O8 1.392, H20 1.090, H21 1.090
8 O 0.21532 0.93789 19.39026  C7 1.392, C9 1.391
9 C 1.12272 0.87811 18.33726  O8 1.391, H22 1.090, H23 1.090, H24 1.090
10 H -5.80466 2.15576 14.57836  C1 1.090
11 H -4.11170 1.59458 14.90099  C1 1.090
12 H -4.48557 3.26884 14.37341  C1 1.090
13 H -4.59348 3.99045 17.78983  C3 1.090
14 H -4.02925 4.56680 16.26335  C3 1.090
15 H -2.15887 3.62686 17.76049  C4 1.090
16 H -2.36844 2.65347 16.25757  C4 1.090
17 H -3.71321 1.18927 17.53388  N5 1.010
18 H -1.61793 0.60524 17.24089  C6 1.090
19 H -2.42179 0.11068 18.68229  C6 1.090
20 H -1.40212 1.69885 20.11345  C7 1.090
21 H -0.69575 2.70841 19.00531  C7 1.090
22 H 1.20580 1.88842 17.93666  C9 1.090
23 H 0.66374 0.25031 17.57351  C9 1.090
24 H 2.14993 0.61767 18.59242  C9 1.090
25 C -3.25880 8.34959 18.06979  C26 1.530, H29 1.090, H30 1.090, H31 1.090
26 C -2.23994 7.69596 19.00626  C25 1.530, C27 1.513, O28 1.363, H32 1.090
27 C -2.93684 7.03857 20.17783  C26 1.513, H33 1.090, H34 1.090, H35 1.090
28 O -1.56148 6.79470 18.24075  C26 1.363, H36 0.960
29 H -3.87727 7.63553 17.52600  C25 1.090
30 H -2.75099 8.93011 17.29958  C25 1.090
31 H -3.95579 9.03883 18.54650  C25 1.090
32 H -1.55498 8.45777 19.37849  C26 1.090
33 H -2.23336 6.54115 20.84551  C27 1.090
34 H -3.69225 6.34872 19.80155  C27 1.090
35 H -3.45322 7.82230 20.73210  C27 1.090
36 H -1.02350 6.19168 18.75897  O28 0.960
37 C 5.49214 1.24191 16.86879  C38 1.485, H41 1.090, H42 1.090, H43 1.090
38 C 6.30949 0.09983 17.35147  C37 1.485, C39 1.553, O40 1.415, H44 1.090
39 C 5.53995 -1.23832 17.52609  C38 1.553, H45 1.090, H46 1.090, H47 1.090
40 O 7.29005 -0.11517 16.35467  C38 1.415, H48 0.960
41 H 6.08193 2.15728 16.91725  C37 1.090
42 H 4.57242 1.31864 17.44873  C37 1.090
43 H 5.17064 1.10262 15.83663  C37 1.090
44 H 6.77107 0.35204 18.30616  C38 1.090
45 H 6.12350 -1.98054 18.07079  C39 1.090
46 H 5.19844 -1.60535 16.55823  C39 1.090
47 H 4.62002 -1.03319 18.07360  C39 1.090
48 H 7.97046 0.56093 16.39396  O40 0.960
49 C -7.18931 4.98994 14.87355  C50 1.541, H53 1.090, H54 1.090, H55 1.090
50 C -7.77034 6.37833 15.20452  C49 1.541, C51 1.537, O52 1.445, H56 1.090
51 C -6.97001 7.10898 16.29477  C50 1.537, H57 1.090, H58 1.090, H59 1.090
52 O -7.67769 7.09328 13.95189  C50 1.445, H60 0.960
53 H -7.75549 4.43141 14.12818  C49 1.090
54 H -7.16339 4.41542 15.79949  C49 1.090
55 H -6.15310 4.97121 14.53586  C49 1.090
56 H -8.79289 6.25837 15.56243  C50 1.090
57 H -7.05522 8.19382 16.23190  C51 1.090
58 H -5.92670 6.79404 16.27482  C51 1.090
59 H -7.34671 6.85005 17.28429  C51 1.090
60 H -8.53342 7.49497 13.78463  O52 0.960
61 C 0.04747 3.77547 23.75947  C62 1.545, H65 1.090, H66 1.090, H67 1.090
62 C -0.94243 3.16972 22.73939  C61 1.545, C63 1.488, O64 1.404, H68 1.090
63 C -2.13702 2.63514 23.44732  C62 1.488, H69 1.090, H70 1.090, H71 1.090
64 O -1.38362 4.17989 21.87011  C62 1.404, H72 0.960
65 H 0.56344 3.01664 24.34773  C61 1.090
66 H -0.42865 4.46163 24.45989  C61 1.090
67 H 0.80517 4.34436 23.22062  C61 1.090
68 H -0.48481 2.37399 22.15160  C62 1.090
69 H -2.91591 2.25721 22.78504  C63 1.090
70 H -2.57861 3.36432 24.12659  C63 1.090
71 H -1.93746 1.80963 24.13054  C63 1.090
72 H -2.24915 3.99982 21.49590  O64 0.960
73 C -5.72699 -0.62023 12.59950  C74 1.576, H77 1.090, H78 1.090, H79 1.090
74 C -4.56218 -1.60067 13.00535  C73 1.576, C75 1.535, O76 1.369, H80 1.090
75 C -3.64602 -1.98012 11.83349  C74 1.535, H81 1.090, H82 1.090, H83 1.090
76 O -3.76731 -0.99207 13.93966  C74 1.369, H84 0.960
77 H -5.36322 0.36861 12.32029  C73 1.090
78 H -6.47775 -0.50812 13.38173  C73 1.090
79 H -6.33200 -1.13494 11.85309  C73 1.090
80 H -5.04618 -2.50851 13.36547  C74 1.090
81 H -3.14669 -1.14003 11.35076  C75 1.090
82 H -4.09007 -2.54670 11.01500  C75 1.090
83 H -2.93040 -2.70889 12.21410  C75 1.090
84 H -3.19613 -0.38252 13.46659  O76 0.960
85 C 1.62841 -2.76108 14.94355  C86 1.523, H89 1.090, H90 1.090, H91 1.090
86 C 1.95088 -2.10825 16.28106  C85 1.523, C87 1.557, O88 1.375, H92 1.090
87 C 2.66007 -3.02001 17.32483  C86 1.557, H93 1.090, H94 1.090, H95 1.090
88 O 2.73461 -1.00373 16.04340  C86 1.375, H96 0.960
89 H 2.50898 -3.04334 14.36648  C85 1.090
90 H 1.11722 -2.09424 14.24921  C85 1.090
91 H 0.91342 -3.57828 15.03883  C85 1.090
92 H 1.02953 -1.71791 16.71332  C86 1.090
93 H 2.07821 -3.88236 17.65025  C87 1.090
94 H 3.04926 -2.55525 18.23071  C87 1.090
95 H 3.55123 -3.45546 16.87280  C87 1.090
96 H 3.53390 -1.25623 15.57544  O88 0.960
97 C -4.89209 -2.67014 17.13364  C98 1.570, H101 1.090, H102 1.090, H103 1.090
98 C -5.23241 -1.15038 16.93898  C97 1.570, C99 1.506, O100 1.436, H104 1.090
99 C -5.74744 -0.45592 18.17208  C98 1.506, H105 1.090, H106 1.090, H107 1.090
100 O -4.05560 -0.44741 16.50971  C98 1.436, H108 0.960
101 H -5.74477 -3.32864 17.29926  C97 1.090
102 H -4.22977 -2.76969 17.99360  C97 1.090
103 H -4.43215 -3.04733 16.22025  C97 1.090
104 H -5.97113 -1.05562 16.14310  C98 1.090
105 H -6.04475 0.54788 17.86863  C99 1.090
106 H -5.14649 -0.43794 19.08128  C99 1.090
107 H -6.71826 -0.93292 18.30651  C99 1.090
108 H -3.83029 -0.79042 15.64186  O100 0.960
109 C 2.47643 2.68651 15.00955  C110 1.549, H113 1.090, H114 1.090, H115 1.090
110 C 1.44769 3.83399 14.85674  C109 1.549, C111 1.537, O112 1.389, H116 1.090
111 C 0.37963 3.81926 15.96138  C110 1.537, H117 1.090, H118 1.090, H119 1.090
112 O 2.21827 4.97664 15.02658  C110 1.389, H120 0.960
113 H 1.89601 1.76888 14.91386  C109 1.090
114 H 2.84851 2.66452 16.03384  C109 1.090
115 H 3.33311 2.71280 14.33611  C109 1.090
116 H 0.94966 3.84280 13.88720  C110 1.090
117 H 0.83420 4.01552 16.93243  C111 1.090
118 H -0.23152 2.91844 16.01710  C111 1.090
119 H -0.28364 4.67324 15.82389  C111 1.090
120 H 1.57574 5.60893 15.35668  O112 0.960
121 C -5.86767 2.53747 20.71204  C122 1.544, H125 1.090, H126 1.090, H127 1.090
122 C -5.02268 3.82879 20.76488  C121 1.544, C123 1.515, O124 1.440, H128 1.090
123 C -4.98227 4.51700 22.11348  C122 1.515, H129 1.090, H130 1.090, H131 1.090
124 O -3.67739 3.53090 20.34519  C122 1.440, H132 0.960
125 H -6.88007 2.65881 21.09731  C121 1.090
126 H -5.51513 1.87785 21.50495  C121 1.090
127 H -5.70724 2.09788 19.72760  C121 1.090
128 H -5.53758 4.45014 20.03214  C122 1.090
129 H -4.25913 5.33244 22.09829  C123 1.090
130 H -4.63074 3.75213 22.80595  C123 1.090
131 H -5.94859 4.89150 22.45123  C123 1.090
132 H -3.79280 2.88972 19.64008  O124 0.960
133 C -8.51116 1.47617 17.01055  C134 1.572, H137 1.090, H138 1.090, H139 1.090
134 C -9.93247 1.94414 16.52795  C133 1.572, C135 1.515, O136 1.412, H140 1.090
135 C -10.34613 1.25866 15.24202  C134 1.515, H141 1.090, H142 1.090, H143 1.090
136 O -10.85139 1.71998 17.57661  C134 1.412, H144 0.960
137 H -8.28276 2.04931 17.90914  C133 1.090
138 H -7.79263 1.65460 16.21056  C133 1.090
139 H -8.47971 0.40291 17.19826  C133 1.090
140 H -9.90377 3.02726 16.40912  C134 1.090
141 H -10.32620 0.16886 15.24613  C135 1.090
142 H -9.80039 1.58515 14.35678  C135 1.090
143 H -11.34542 1.62874 15.01275  C135 1.090
144 H -11.70686 2.10169 17.36667  O136 0.960
145 C -0.85771 -0.01709 14.61246  C146 1.534, H149 1.090, H150 1.090, H151 1.090
146 C -0.62294 0.91240 13.41466  C145 1.534, C147 1.515, O148 1.379, H152 1.090
147 C 0.48694 0.55459 12.44748  C146 1.515, H153 1.090, H154 1.090, H155 1.090
148 O -1.81144 0.66926 12.75831  C146 1.379, H156 0.960
149 H -1.75548 0.33480 15.12068  C145 1.090
150 H -0.06218 -0.03573 15.35737  C145 1.090
151 H -1.17616 -1.01409 14.30803  C145 1.090
152 H -0.53103 1.96911 13.66568  C146 1.090
153 H 0.38633 1.25978 11.62244  C147 1.090
154 H 0.39418 -0.44613 12.02553  C147 1.090
155 H 1.51028 0.68891 12.79794  C147 1.090
156 H -1.69312 1.13968 11.92988  O148 0.960
157 C 2.14275 5.58266 19.02181  C158 1.532, H161 1.090, H162 1.090, H163 1.090
158 C 1.18379 5.67300 20.21297  C157 1.532, C159 1.470, O160 1.381, H164 1.090
159 C 0.87854 7.02464 20.70451  C158 1.470, H165 1.090, H166 1.090, H167 1.090
160 O 0.03654 5.02868 19.79378  C158 1.381, H168 0.960
161 H 2.33182 4.57690 18.64659  C157 1.090
162 H 3.10070 6.04168 19.26624  C157 1.090
163 H 1.75963 6.18051 18.19482  C157 1.090
164 H 1.67533 5.15567 21.03691  C158 1.090
165 H 0.62238 7.65345 19.85183  C159 1.090
166 H 1.80424 7.50136 21.02689  C159 1.090
167 H 0.16177 7.08296 21.52362  C159 1.090
168 H -0.39061 4.64450 20.56289  O160 0.960
169 C 3.09888 2.27488 21.78066  C170 1.497, H173 1.090, H174 1.090, H175 1.090
170 C 4.28491 1.52458 22.30170  C169 1.497, C171 1.567, O172 1.404, H176 1.090
171 C 4.78317 0.55764 21.17311  C170 1.567, H177 1.090, H178 1.090, H179 1.090
172 O 5.26771 2.45291 22.68138  C170 1.404, H180 0.960
173 H 2.20736 1.64774 21.78285  C169 1.090
174 H 3.28800 2.67639 20.78510  C169 1.090
175 H 2.85953 3.07160 22.48497  C169 1.090
176 H 3.90446 0.94469 23.14258  C170 1.090
177 H 4.01872 -0.10968 20.77509  C171 1.090
178 H 5.57149 -0.08819 21.55984  C171 1.090
179 H 5.27201 1.06610 20.34208  C171 1.090
180 H 5.99138 1.91354 23.00843  O172 0.960
181 C -1.37994 -3.14632 18.00761  C182 1.528, H185 1.090, H186 1.090, H187 1.090
182 C -0.72541 -3.11777 19.38751  C181 1.528, C183 1.526, O184 1.383, H188 1.090
183 C -1.67996 -2.65015 20.48243  C182 1.526, H189 1.090, H190 1.090, H191 1.090
184 O -0.22085 -4.37384 19.67279  C182 1.383, H192 0.960
185 H -1.85530 -2.21209 17.70872  C181 1.090
186 H -2.16958 -3.89712 17.97825  C181 1.090
187 H -0.68505 -3.37930 17.20079  C181 1.090
188 H 0.13371 -2.45166 19.30807  C182 1.090
189 H -2.00507 -1.62294 20.31739  C183 1.090
190 H -1.24148 -2.62078 21.47992  C183 1.090
191 H -2.51249 -3.35295 20.51518  C183 1.090
192 H 0.46333 -4.24960 20.33465  O184 0.960

Kohn-Sham gap (spin up / spin down)	0.3680 / 0.1496	hartree
spin multiplicity	2
calculated total energy	-3163.1809	Eh
total charge	+1